{"formula": "C4H8N2O", "method": "ωB97M-V with the def2-TZVPD basis set", "elements": ["O", "C", "N", "C", "C", "C", "N", "H", "H", "H", "H", "H", "H", "H", "H"], "xyz": [[2.34, -0.58, -0.84], [1.19, -0.27, -0.58], [0.03, -1.10, -0.86], [0.27, -2.10, -1.60], [-1.09, 0.61, 1.57], [-0.53, 1.31, 0.34], [0.83, 0.90, 0.01], [-1.06, -0.47, 1.42], [1.27, -2.30, -2.01], [-0.55, -2.78, -1.84], [-0.52, 0.86, 2.47], [-2.13, 0.90, 1.73], [-0.49, 2.39, 0.49], [-1.17, 1.12, -0.53], [1.61, 1.50, 0.24]]}

=====

{"formula": "C6H12O", "method": "ωB97M-V with the def2-TZVPD basis set", "elements": ["C", "C", "C", "C", "C", "C", "O", "H", "H", "H", "H", "H", "H", "H", "H", "H", "H", "H", "H"], "xyz": [[-1.16, -0.39, 1.66], [-0.15, 0.58, 1.05], [0.12, 0.30, -0.43], [-1.08, 0.46, -1.34], [1.47, 0.66, -1.01], [1.15, -0.77, -0.71], [1.86, -1.32, 0.37], [-0.73, -1.39, 1.82], [-2.04, -0.52, 1.02], [-1.52, -0.04, 2.63], [0.79, 0.52, 1.61], [-0.51, 1.61, 1.15], [-1.85, -0.29, -1.17], [-1.54, 1.45, -1.17], [-0.80, 0.42, -2.40], [2.21, 1.13, -0.37], [1.51, 0.95, -2.05], [0.99, -1.46, -1.54], [1.26, -1.88, 0.87]]}

=====

{"formula": "C25H28Br36N2O2", "method": "ωB97M-V with the def2-TZVPD basis set", "elements": ["O", "C", "C", "C", "C", "C", "C", "C", "O", "N", "N", "C", "C", "C", "C", "C", "C", "H", "H", "H", "H", "H", "H", "H", "H", "H", "H", "H", "H", "H", "H", "H", "H", "C", "Br", "Br", "Br", "H", "C", "Br", "Br", "Br", "H", "C", "Br", "Br", "Br", "H", "C", "Br", "Br", "Br", "H", "C", "Br", "Br", "Br", "H", "C", "Br", "Br", "Br", "H", "C", "Br", "Br", "Br", "H", "C", "Br", "Br", "Br", "H", "C", "Br", "Br", "Br", "H", "C", "Br", "Br", "Br", "H", "C", "Br", "Br", "Br", "H", "C", "Br", "Br", "Br", "H"], "xyz": [[-2.24, -3.45, 2.45], [-2.22, -3.04, 1.32], [-0.85, -2.55, 0.79], [-0.27, -1.60, 1.87], [0.63, -0.45, 1.35], [0.16, 0.37, 0.12], [-0.48, 1.64, 0.72], [-0.39, 1.51, 2.25], [-1.01, 2.10, 3.08], [0.62, 0.54, 2.46], [-3.41, -3.06, 0.52], [-4.07, -1.78, 0.47], [-5.47, -1.71, 0.70], [-6.16, -0.50, 0.64], [-5.50, 0.70, 0.34], [-4.12, 0.64, 0.12], [-3.43, -0.58, 0.18], [-0.92, -2.11, -0.21], [-0.23, -3.46, 0.77], [-1.09, -1.19, 2.46], [0.34, -2.19, 2.55], [1.68, -0.70, 1.18], [1.00, 0.77, -0.46], [-0.47, -0.12, -0.62], [-1.52, 1.82, 0.45], [0.02, 2.56, 0.41], [0.39, 0.16, 3.37], [-3.22, -3.41, -0.41], [-6.04, -2.61, 0.92], [-7.23, -0.52, 0.84], [-6.04, 1.64, 0.28], [-3.63, 1.57, -0.12], [-2.36, -0.55, -0.02], [2.10, 1.64, -3.57], [2.45, -0.22, -3.97], [0.22, 2.00, -3.43], [3.07, 2.22, -2.01], [2.47, 2.22, -4.41], [5.69, -3.02, -3.89], [5.07, -2.73, -2.08], [4.29, -3.69, -5.04], [6.52, -1.44, -4.62], [6.45, -3.79, -3.84], [2.76, 5.84, -4.67], [2.93, 7.59, -5.47], [1.23, 5.73, -3.51], [2.76, 4.45, -6.01], [3.64, 5.69, -4.05], [-3.61, 2.34, 5.04], [-3.77, 4.23, 4.73], [-4.19, 1.87, 6.82], [-4.52, 1.31, 3.69], [-2.55, 2.09, 4.96], [-0.09, 3.97, 7.54], [-1.25, 3.63, 9.04], [-0.04, 2.48, 6.32], [-0.57, 5.60, 6.62], [0.90, 4.11, 7.93], [9.03, -3.53, -6.65], [10.39, -2.86, -7.83], [8.22, -5.15, -7.32], [9.70, -3.76, -4.85], [8.25, -2.78, -6.60], [-4.39, -2.51, 6.01], [-4.77, -2.20, 4.14], [-2.67, -1.77, 6.51], [-5.81, -1.88, 7.15], [-4.32, -3.57, 6.14], [9.95, 0.57, -4.92], [9.16, 0.65, -6.68], [11.81, 0.08, -5.00], [9.68, 2.22, -3.95], [9.44, -0.21, -4.37], [-4.91, -6.33, -0.32], [-3.38, -6.32, -1.50], [-6.17, -4.95, -0.78], [-5.75, -8.07, -0.24], [-4.55, -6.11, 0.68], [-3.94, 7.59, 1.91], [-2.49, 8.15, 0.76], [-4.69, 5.92, 1.35], [-3.39, 7.54, 3.76], [-4.71, 8.34, 1.83], [6.98, 9.21, -4.20], [5.90, 8.65, -2.70], [7.02, 7.87, -5.59], [6.42, 10.92, -4.88], [7.99, 9.32, -3.84], [-5.58, -11.91, 1.77], [-5.76, -13.78, 2.18], [-6.94, -11.32, 0.53], [-5.54, -10.82, 3.36], [-4.62, -11.78, 1.27]]}

=====

{"formula": "C11H19AgF5N4OSeTe", "method": "ωB97M-V with the def2-TZVPD basis set", "charge": -1, "elements": ["Ag", "C", "C", "N", "C", "C", "N", "C", "C", "N", "H", "H", "H", "H", "H", "H", "H", "H", "H", "H", "H", "H", "H", "H", "H", "F", "Te", "F", "F", "F", "F", "O", "Se", "C", "C", "C", "N", "C", "C", "H", "H", "H", "H"], "xyz": [[-0.30, 0.74, -1.05], [0.59, 2.79, 1.50], [-1.65, 1.90, 1.67], [-1.80, 0.69, 0.86], [-1.65, -0.55, 1.65], [-0.52, -1.49, 1.18], [0.62, -0.82, 0.57], [1.55, -0.17, 1.50], [2.21, 1.05, 0.88], [1.24, 2.05, 0.43], [1.29, 3.10, 2.28], [0.12, 3.67, 1.05], [-1.91, 2.75, 1.03], [-2.31, 1.89, 2.55], [-2.73, 0.72, 0.46], [-2.58, -1.13, 1.60], [-1.50, -0.29, 2.70], [-0.91, -2.18, 0.44], [-0.21, -2.09, 2.06], [1.12, -1.49, 0.00], [2.32, -0.86, 1.85], [0.99, 0.13, 2.38], [2.79, 0.74, 0.01], [2.90, 1.47, 1.62], [1.71, 2.73, -0.16], [-1.24, 2.21, 5.11], [0.09, 0.78, 5.02], [1.45, 2.14, 4.58], [1.58, -0.45, 5.41], [-1.20, -0.40, 5.93], [0.44, 1.34, 6.78], [-0.37, 2.04, 2.21], [-0.20, 0.85, -3.56], [-1.60, 2.07, -3.97], [-1.98, 2.27, -5.30], [-3.01, 3.15, -5.60], [-3.69, 3.84, -4.69], [-3.32, 3.65, -3.42], [-2.31, 2.80, -3.02], [-1.48, 1.73, -6.10], [-3.31, 3.30, -6.63], [-3.87, 4.22, -2.68], [-2.07, 2.70, -1.97]]}

=====

{"formula": "C20H23FN4O5S", "method": "ωB97M-V with the def2-TZVPD basis set", "elements": ["C", "C", "C", "C", "C", "C", "C", "S", "O", "O", "N", "C", "C", "H", "C", "H", "H", "O", "C", "H", "C", "N", "C", "O", "C", "O", "N", "H", "C", "C", "N", "C", "C", "C", "C", "H", "H", "H", "H", "H", "H", "H", "H", "H", "H", "H", "H", "H", "H", "F", "H", "H", "H", "H"], "xyz": [[-3.68, -0.74, -1.56], [-2.87, -1.77, -0.84], [-3.39, -3.03, -0.59], [-2.63, -3.97, 0.09], [-1.35, -3.70, 0.53], [-0.83, -2.44, 0.28], [-1.58, -1.49, -0.40], [-0.84, 0.12, -0.65], [-0.95, 0.53, -2.02], [0.47, 0.07, -0.07], [-1.86, 1.08, 0.23], [-1.78, 1.00, 1.68], [-3.16, 1.32, 2.24], [-3.13, 1.38, 3.32], [-3.64, 2.64, 1.65], [-4.69, 2.83, 1.89], [-3.03, 3.47, 2.04], [-3.60, 2.63, 0.22], [-2.35, 2.31, -0.31], [-2.52, 2.13, -1.38], [-1.32, 3.47, -0.18], [-0.03, 3.08, -0.66], [0.94, 2.65, 0.17], [0.89, 2.70, 1.39], [2.17, 2.17, -0.59], [2.25, 2.25, -1.80], [3.12, 1.71, 0.23], [2.88, 1.66, 1.21], [4.37, 1.15, -0.23], [4.50, -0.33, 0.06], [5.72, -0.75, 0.36], [5.90, -2.04, 0.60], [4.88, -2.97, 0.56], [3.60, -2.53, 0.25], [3.40, -1.18, 0.00], [2.42, -0.79, -0.23], [2.78, -3.22, 0.21], [5.08, -4.01, 0.75], [6.92, -2.33, 0.83], [4.39, 1.30, -1.31], [5.21, 1.67, 0.23], [0.12, 2.89, -1.64], [-1.20, 3.75, 0.87], [-1.69, 4.33, -0.75], [-3.86, 0.52, 1.95], [-1.47, -0.02, 1.93], [-1.02, 1.69, 2.07], [0.16, -2.16, 0.60], [-0.78, -4.45, 1.06], [-3.16, -5.18, 0.32], [-4.38, -3.30, -0.92], [-3.07, -0.27, -2.33], [-4.00, 0.04, -0.88], [-4.56, -1.19, -2.01]]}

=====

{"formula": "C12H28BrOPSr", "method": "ωB97M-V with the def2-TZVPD basis set", "charge": 2, "elements": ["C", "C", "C", "C", "C", "P", "C", "C", "C", "Br", "C", "C", "C", "O", "C", "H", "H", "H", "H", "H", "H", "H", "H", "H", "H", "H", "H", "H", "H", "H", "H", "H", "H", "H", "H", "H", "H", "H", "H", "H", "H", "H", "H", "Sr"], "xyz": [[1.66, -1.30, 2.15], [1.52, -2.43, 1.12], [1.37, -1.96, -0.33], [-0.05, -1.99, -0.87], [-1.03, -1.00, -0.21], [-1.80, 0.25, -1.35], [-3.57, -0.17, -0.83], [-3.95, 0.01, 0.65], [-3.19, 1.11, 1.37], [-3.43, 0.96, 3.30], [-0.07, 0.94, -1.93], [0.63, 1.73, -0.84], [2.02, 2.21, -1.18], [3.01, 1.16, -0.82], [3.29, 1.19, 0.51], [1.56, -0.32, 1.69], [0.90, -1.34, 2.92], [2.62, -1.33, 2.67], [0.66, -3.04, 1.38], [2.39, -3.07, 1.20], [1.78, -0.95, -0.42], [1.98, -2.60, -0.98], [-0.43, -2.99, -0.67], [-0.04, -1.88, -1.95], [-0.58, -0.47, 0.62], [-1.85, -1.56, 0.22], [-2.07, 1.62, -1.05], [-2.06, -0.18, -2.66], [-3.75, -1.21, -1.11], [-4.21, 0.44, -1.46], [-5.00, 0.25, 0.72], [-3.80, -0.92, 1.19], [-3.56, 2.10, 1.13], [-2.12, 1.08, 1.24], [-0.32, 1.66, -2.72], [0.57, 0.19, -2.39], [0.04, 2.61, -0.61], [0.69, 1.14, 0.08], [2.16, 2.36, -2.25], [2.29, 3.14, -0.67], [3.58, 0.17, 0.82], [4.14, 1.87, 0.69], [2.47, 1.50, 1.16], [5.58, 1.00, 0.43]]}

=====

Number 1: gap between HOMO and LUMO 10.2 eV, highest occupied orbital energy -9.7 eV. Number 2: gap between HOMO and LUMO 10.4 eV, highest occupied orbital energy -9.5 eV. Number 3: gap between HOMO and LUMO 8.8 eV, highest occupied orbital energy -9.3 eV. Number 4: gap between HOMO and LUMO 7.4 eV, highest occupied orbital energy -5.1 eV. Number 5: gap between HOMO and LUMO 9.8 eV, highest occupied orbital energy -9.3 eV. Number 6: gap between HOMO and LUMO 2.9 eV, highest occupied orbital energy -12.5 eV.